(1)
# FFeH6O3

A molecular structure, FFeH6O3 (wB97M-V/def2-TZVPD, the Open Molecules 2025 dataset).

Calculated values
<S²> ... 6.10
E_HOMO (spin up / spin down) ... -0.507 / -0.507 Ha
Kohn-Sham gap (spin up / spin down) ... 5.40 / 4.15 eV
Spin multiplicity ... 5
Total charge ... +1

Geometry as XYZ:
```
11
Properties=species:S:1:pos:R:3:forces:R:3
Fe 2.119009 -1.264602 3.963328 -0.38 0.19 -0.74
F 0.779289 -0.569962 1.366478 0.38 -0.19 0.76
O -2.999841 0.081628 0.980218 0.00 -0.19 -0.05
H -2.083801 -0.058302 1.220048 0.19 -0.06 0.00
H -3.212871 0.943188 1.338778 -0.18 0.27 0.05
O 1.204679 2.449678 -0.942822 0.18 0.11 0.11
H 1.456109 1.645108 -0.489312 0.11 -0.18 0.01
H 0.249049 2.413368 -0.983962 -0.30 0.06 -0.14
O 0.516299 -1.847542 -2.382072 -0.18 0.03 0.00
H 0.623389 -1.515912 -1.490562 -0.03 0.09 0.16
H 1.348689 -2.276652 -2.580122 0.21 -0.14 -0.18
```
Positions in Å, forces in eV/Å.

***

(2)
# C10H24BClIrNO2P2

A molecular structure, C10H24BClIrNO2P2 in a non-equilibrium geometry (wB97M-V/def2-TZVPD, the Open Molecules 2025 dataset).

Calculated values
<S²> ... 8.77
E_HOMO (spin up / spin down) ... -0.694 / -0.735 Ha
Kohn-Sham gap (spin up / spin down) ... 8.77 / 4.43 eV
Spin multiplicity ... 6
Total charge ... +3

Geometry as XYZ:
```
42
Properties=species:S:1:pos:R:3:forces:R:3
C 3.283981 1.803043 -1.367676 0.95 0.51 -1.35
C 2.728865 0.609041 -0.700247 -0.56 -1.58 -0.52
H 3.582208 1.922126 -2.429028 -0.37 -1.40 0.31
H 4.237305 1.883729 -0.812282 -0.44 0.96 0.00
H 2.549475 2.612745 -1.261973 0.80 0.00 0.81
O 2.447661 -0.545783 -0.913824 0.12 2.14 -1.98
Cl 2.440125 1.074408 0.954959 -0.71 0.74 1.70
Ir -0.684327 -0.361213 -0.228366 5.58 1.00 1.10
P 0.745492 -2.072432 0.775886 2.78 -1.80 1.44
C 0.282548 -3.596279 -0.083542 -0.97 0.27 -0.71
C 2.560123 -2.254491 0.896684 0.03 0.47 -0.28
H 2.812326 -3.195290 1.384820 -0.33 -0.09 0.30
H 0.680636 -3.025626 2.954697 -0.01 0.02 -0.06
H 2.976068 -1.396926 1.442071 -0.05 -0.48 -0.10
H 0.613932 -1.236611 3.008325 -0.07 -0.18 0.06
H 0.575495 -3.523438 -1.143044 -0.01 -0.11 0.31
H 2.966777 -2.261728 -0.116272 0.03 -0.34 0.47
C 0.226968 -2.133007 2.511603 -0.46 0.43 -0.23
H 0.812699 -4.443351 0.371426 0.04 0.24 0.12
H -0.860515 -2.167267 2.588042 0.25 -0.14 0.26
H -0.801455 -3.761417 -0.022091 0.25 -0.13 -0.06
P -1.227867 1.755472 -0.667086 -1.40 5.61 -0.90
C -2.606665 1.854191 -1.905491 -0.08 -1.17 -0.11
C -1.907101 2.561963 0.858365 0.33 -0.79 -0.06
H 0.636412 3.289106 -0.452119 -0.18 -0.09 -0.28
H -0.504027 3.914600 -1.686151 -0.16 -0.57 0.26
H 0.572256 2.544250 -2.090105 -0.16 0.25 0.14
C -0.022355 3.002313 -1.286438 0.49 -0.56 0.11
H -1.083763 2.624127 1.583544 -0.29 0.09 -0.05
H -2.303135 3.572177 0.653761 0.21 -0.45 -0.18
H -2.955324 2.885326 -2.121113 0.51 -0.38 0.45
H -3.464514 1.263300 -1.530428 0.30 0.32 -0.18
H -2.699778 1.915776 1.259279 0.13 0.43 0.00
H -2.283382 1.391542 -2.856731 -0.11 0.28 0.34
C -1.228497 -1.239348 -1.724806 -4.40 -3.90 -6.43
O -1.954022 -1.723875 -2.486341 2.41 1.32 1.84
B -4.193510 -1.454933 2.173930 0.09 3.05 1.55
C -2.936787 -0.861057 1.611978 -0.42 -0.45 -0.70
N -1.994613 -0.604556 0.987138 -2.85 -0.16 2.82
H -4.926432 -1.693691 1.206266 -0.17 -1.07 -0.05
H -4.435293 -0.686189 3.122520 -0.21 -1.22 -0.22
H -3.877274 -2.635147 2.433403 -0.92 -1.07 0.05
```
Positions in Å, forces in eV/Å.

***

(3)
# C6H8

A single C6H8 molecule in a non-equilibrium geometry (wB97M-V/def2-TZVPD, the Open Molecules 2025 dataset).

Calculated values
E_HOMO ... -0.272 Ha
Kohn-Sham gap ... 8.19 eV

Geometry as XYZ:
```
14
Properties=species:S:1:pos:R:3:forces:R:3
C -1.134661 1.824484 0.264314 1.63 -0.36 -1.00
C 0.499122 0.578181 -0.155786 -0.72 3.99 -0.08
C -2.121992 1.102051 0.629593 -0.39 -2.15 1.98
C 0.339147 -0.665248 0.042230 1.00 -0.98 -0.38
C 0.175822 2.006247 -0.340152 -0.27 0.78 -0.33
C 1.373234 -1.637801 -0.399131 1.36 3.59 -3.79
H -2.999342 1.596996 1.032182 -0.33 -0.35 -0.23
H -1.915571 -0.000750 0.913945 -0.90 1.33 -0.60
H -0.577262 -1.145536 0.175359 -2.14 -0.39 1.04
H -0.067219 2.288300 -1.414948 1.06 -0.32 1.18
H 0.738376 2.798650 0.223324 0.00 -1.00 -0.91
H 0.970731 -2.087217 -1.279368 -0.55 -1.38 -0.22
H 1.854543 -2.254616 0.257305 0.85 -1.70 1.79
H 2.146147 -0.994501 -0.989155 -0.60 -1.07 1.53
```
Positions in Å, forces in eV/Å.

***

Copy entry 1 word for word.
# FFeH6O3

A molecular structure, FFeH6O3 (wB97M-V/def2-TZVPD, the Open Molecules 2025 dataset).

Calculated values
<S²> ... 6.10
E_HOMO (spin up / spin down) ... -0.507 / -0.507 Ha
Kohn-Sham gap (spin up / spin down) ... 5.40 / 4.15 eV
Spin multiplicity ... 5
Total charge ... +1

Geometry as XYZ:
```
11
Properties=species:S:1:pos:R:3:forces:R:3
Fe 2.119009 -1.264602 3.963328 -0.38 0.19 -0.74
F 0.779289 -0.569962 1.366478 0.38 -0.19 0.76
O -2.999841 0.081628 0.980218 0.00 -0.19 -0.05
H -2.083801 -0.058302 1.220048 0.19 -0.06 0.00
H -3.212871 0.943188 1.338778 -0.18 0.27 0.05
O 1.204679 2.449678 -0.942822 0.18 0.11 0.11
H 1.456109 1.645108 -0.489312 0.11 -0.18 0.01
H 0.249049 2.413368 -0.983962 -0.30 0.06 -0.14
O 0.516299 -1.847542 -2.382072 -0.18 0.03 0.00
H 0.623389 -1.515912 -1.490562 -0.03 0.09 0.16
H 1.348689 -2.276652 -2.580122 0.21 -0.14 -0.18
```
Positions in Å, forces in eV/Å.

***

Repeat the second record exactly.
# C10H24BClIrNO2P2

A molecular structure, C10H24BClIrNO2P2 in a non-equilibrium geometry (wB97M-V/def2-TZVPD, the Open Molecules 2025 dataset).

Calculated values
<S²> ... 8.77
E_HOMO (spin up / spin down) ... -0.694 / -0.735 Ha
Kohn-Sham gap (spin up / spin down) ... 8.77 / 4.43 eV
Spin multiplicity ... 6
Total charge ... +3

Geometry as XYZ:
```
42
Properties=species:S:1:pos:R:3:forces:R:3
C 3.283981 1.803043 -1.367676 0.95 0.51 -1.35
C 2.728865 0.609041 -0.700247 -0.56 -1.58 -0.52
H 3.582208 1.922126 -2.429028 -0.37 -1.40 0.31
H 4.237305 1.883729 -0.812282 -0.44 0.96 0.00
H 2.549475 2.612745 -1.261973 0.80 0.00 0.81
O 2.447661 -0.545783 -0.913824 0.12 2.14 -1.98
Cl 2.440125 1.074408 0.954959 -0.71 0.74 1.70
Ir -0.684327 -0.361213 -0.228366 5.58 1.00 1.10
P 0.745492 -2.072432 0.775886 2.78 -1.80 1.44
C 0.282548 -3.596279 -0.083542 -0.97 0.27 -0.71
C 2.560123 -2.254491 0.896684 0.03 0.47 -0.28
H 2.812326 -3.195290 1.384820 -0.33 -0.09 0.30
H 0.680636 -3.025626 2.954697 -0.01 0.02 -0.06
H 2.976068 -1.396926 1.442071 -0.05 -0.48 -0.10
H 0.613932 -1.236611 3.008325 -0.07 -0.18 0.06
H 0.575495 -3.523438 -1.143044 -0.01 -0.11 0.31
H 2.966777 -2.261728 -0.116272 0.03 -0.34 0.47
C 0.226968 -2.133007 2.511603 -0.46 0.43 -0.23
H 0.812699 -4.443351 0.371426 0.04 0.24 0.12
H -0.860515 -2.167267 2.588042 0.25 -0.14 0.26
H -0.801455 -3.761417 -0.022091 0.25 -0.13 -0.06
P -1.227867 1.755472 -0.667086 -1.40 5.61 -0.90
C -2.606665 1.854191 -1.905491 -0.08 -1.17 -0.11
C -1.907101 2.561963 0.858365 0.33 -0.79 -0.06
H 0.636412 3.289106 -0.452119 -0.18 -0.09 -0.28
H -0.504027 3.914600 -1.686151 -0.16 -0.57 0.26
H 0.572256 2.544250 -2.090105 -0.16 0.25 0.14
C -0.022355 3.002313 -1.286438 0.49 -0.56 0.11
H -1.083763 2.624127 1.583544 -0.29 0.09 -0.05
H -2.303135 3.572177 0.653761 0.21 -0.45 -0.18
H -2.955324 2.885326 -2.121113 0.51 -0.38 0.45
H -3.464514 1.263300 -1.530428 0.30 0.32 -0.18
H -2.699778 1.915776 1.259279 0.13 0.43 0.00
H -2.283382 1.391542 -2.856731 -0.11 0.28 0.34
C -1.228497 -1.239348 -1.724806 -4.40 -3.90 -6.43
O -1.954022 -1.723875 -2.486341 2.41 1.32 1.84
B -4.193510 -1.454933 2.173930 0.09 3.05 1.55
C -2.936787 -0.861057 1.611978 -0.42 -0.45 -0.70
N -1.994613 -0.604556 0.987138 -2.85 -0.16 2.82
H -4.926432 -1.693691 1.206266 -0.17 -1.07 -0.05
H -4.435293 -0.686189 3.122520 -0.21 -1.22 -0.22
H -3.877274 -2.635147 2.433403 -0.92 -1.07 0.05
```
Positions in Å, forces in eV/Å.